Entry 1:
{"formula": "CHIOS2", "method": "ωB97M-V with the def2-TZVPD basis set", "species": ["C", "O", "S", "S", "I", "H"], "coordinates": [[-0.115, 0.436, 0.366], [-1.780, -0.858, -1.294], [-0.616, -0.654, 1.524], [-0.433, -0.969, -0.666], [2.701, 0.509, -0.321], [0.243, 1.537, 0.390]], "forces_ev_per_angstrom": [[2.1, 1.5, 0.2], [2.3, -0.3, 0.7], [0.3, 0.0, -0.2], [-2.6, 1.0, -0.5], [-0.9, -0.2, 0.3], [-1.3, -2.0, -0.4]], "lowdin_charge": [-0.986, -0.522, 0.703, 0.690, 0.091, 0.025], "homo_ev": [-9.3, -8.9], "e_above_lowest_kcal_mol": 68.6, "homo_lumo_gap_ha": [0.26760, 0.23597], "lumo_energy_ev": [-1.99, -2.45]}

***

Entry 2:
{"formula": "CHLi2O", "method": "ωB97M-V with the def2-TZVPD basis set", "species": ["H", "O", "C", "Li", "Li"], "coordinates": [[2.940, -0.143, 0.515], [-0.723, 0.197, 0.139], [-0.826, -0.341, -0.962], [1.264, 0.136, 0.124], [-2.655, 0.150, 0.185]], "forces_ev_per_angstrom": [[-0.5, 0.1, -0.1], [-0.3, 0.0, -0.1], [-0.5, 0.2, 0.4], [0.6, -0.2, 0.1], [0.7, -0.1, -0.3]], "lowdin_charge": [-0.293, -0.455, -0.209, 0.233, 0.724], "homo_ev": [-6.5, -6.5], "multiplicity": 2, "e_above_lowest_kcal_mol": 0.0, "homo_lumo_gap_ha": [0.18224, 0.17838], "s_squared": 0.75, "lumo_energy_ev": [-1.50, -1.62]}

***

Entry 3:
{"formula": "CHLi2O2", "method": "ωB97M-V with the def2-TZVPD basis set", "species": ["H", "O", "C", "O", "Li", "Li"], "coordinates": [[-0.199, 1.339, 1.106], [-0.623, 1.063, 0.110], [0.436, 0.268, 0.132], [0.266, -0.766, -0.576], [1.716, -1.593, 0.286], [-1.597, -0.312, -1.058]], "forces_ev_per_angstrom": [[-2.4, 0.4, -3.0], [0.7, 1.7, 3.8], [1.9, -2.2, -0.1], [-0.3, -0.4, -0.6], [-0.2, 0.5, -0.1], [0.2, 0.0, 0.1]], "lowdin_charge": [0.207, -0.086, -0.488, -0.298, 0.822, 0.843], "homo_ev": -13.1, "charge": 1, "e_above_lowest_kcal_mol": 0.0, "homo_lumo_gap_ha": 0.33668, "lumo_energy_ev": -3.98}